Formula: C45H90F3N9O13
Source: the OMol25 dataset
Level of theory: ωB97M-V with the def2-TZVPD basis set

Positions of all 160 atoms, in Å:
1 F 5.85792 0.94620 -4.70220
2 F 5.31730 2.55301 -3.22866
3 F 3.76330 1.53649 -4.40406
4 O -4.18604 10.36728 4.27588
5 O 1.51597 -8.16111 0.28402
6 O 6.23063 -6.45343 6.62501
7 O 3.37078 -3.00483 1.74805
8 O 1.70305 -11.19343 4.16429
9 O 5.72616 0.48862 -1.55423
10 O 1.49677 -2.52799 -2.13060
11 O -1.00443 4.58770 -3.02396
12 O -2.25366 -7.34491 -4.94452
13 O -2.25312 6.30310 0.01395
14 O 2.89945 -3.31748 -0.44014
15 O -4.58261 9.57611 -2.76005
16 O -0.98237 -4.72726 -1.78444
17 N -5.96203 9.08932 3.79386
18 N -3.78434 -5.85695 -5.62035
19 N -2.14782 7.94328 1.53872
20 N 6.84439 -6.18304 4.48834
21 N 1.01143 -5.57630 -2.35700
22 N 2.19469 -6.33412 1.39116
23 N -3.83400 9.89364 -4.84678
24 N -0.34355 6.70217 -2.75675
25 N -0.11382 -12.06827 3.19205
26 C 0.53051 5.41584 -4.66486
27 C 1.35789 3.68034 0.72000
28 C -7.34766 8.66693 3.84225
29 C 7.08079 -6.57716 3.11401
30 C 4.18312 0.11949 1.07166
31 C 6.04369 -8.38601 5.22729
32 C -1.42333 -12.68596 3.13544
33 C -2.76913 7.29653 0.52108
34 C 3.22697 -2.48516 0.67305
35 C 0.60208 -11.71018 4.29220
36 C -1.55650 2.21563 0.80104
37 C 2.42383 -2.40293 -1.37802
38 C -4.69810 7.68177 -4.21748
39 C 6.37357 -6.94413 5.51495
40 C 1.96370 -6.61413 -2.70117
41 C -2.59367 9.12384 2.26063
42 C -1.45338 -0.88302 1.69070
43 C -1.19849 3.65926 0.26873
44 C -1.67137 -0.35693 0.21261
45 C 3.54382 -1.01654 0.23241
46 C -1.52030 -5.06976 -5.08703
47 C 3.15461 -1.04866 -1.09851
48 C -4.30166 -4.55090 -5.97345
49 C -6.25333 11.01334 5.29316
50 C -4.09140 7.83406 0.04496
51 C -0.89062 -7.10169 -2.07329
52 C 1.78682 -7.62943 1.35555
53 C 2.55383 -5.54325 2.55144
54 C -4.37464 9.11220 -3.87295
55 C -0.04098 4.36765 1.10514
56 C 2.16174 3.45078 2.04993
57 C 3.31823 0.04543 -2.18920
58 C 4.94849 1.32746 -3.73811
59 C 4.84487 0.21467 -2.62712
60 C -3.51532 9.53172 -6.21335
61 C -5.38042 10.14632 4.42405
62 C -0.00790 -11.97165 5.64480
63 C -0.32968 5.51971 -3.43069
64 C -2.52938 -6.18137 -5.20599
65 C -0.97452 1.03061 -0.05694
66 C 3.33016 1.44398 0.75949
67 C 0.37545 7.92030 -3.06639
68 C -0.30836 -5.71543 -2.05664
69 C 1.68401 -8.36988 2.66261
70 C 3.40260 2.47751 1.94044
71 H -2.09425 -12.03071 2.57655
72 H -3.64407 10.83767 -4.54426
73 H -5.31842 8.55373 3.23061
74 H -3.97127 8.85322 -0.32552
75 H -0.57025 -5.47795 -4.74738
76 H -2.10481 4.34737 0.28514
77 H 2.24143 -5.89866 0.48042
78 H -4.82369 7.81171 0.85518
79 H -2.44745 9.69103 -6.37671
80 H -0.79534 3.55046 -0.76980
81 H -2.25038 -0.51126 2.38592
82 H -1.58901 -2.00243 1.64357
83 H 6.83444 -7.62039 2.93753
84 H -4.45927 7.21353 -0.76952
85 H -3.54847 9.49060 1.89796
86 H 0.20577 6.14089 -5.41402
87 H -0.79850 -7.53531 -3.07023
88 H 1.51736 3.12521 2.91500
89 H -5.14412 -4.32025 -5.31823
90 H -0.34837 8.72520 -3.21419
91 H 7.04271 -5.22995 4.75432
92 H 0.35673 -11.86308 2.32248
93 H -5.43218 7.64475 -5.02472
94 H 1.50982 -7.59984 -2.70102
95 H 1.57874 5.58482 -4.41011
96 H 1.34943 -9.38713 2.47645
97 H -7.75181 8.67927 2.82811
98 H 0.98611 7.81755 -3.95963
99 H -7.94797 9.31327 4.47618
100 H -1.26075 2.12702 1.88940
101 H -0.38218 -7.73081 -1.33875
102 H 0.95891 -7.88096 3.31635
103 H 5.52749 1.33340 -1.11370
104 H 2.83030 -0.38475 -3.10893
105 H 5.26102 -8.45088 4.46883
106 H 4.39485 3.00711 1.90466
107 H -2.75607 -0.35942 -0.06393
108 H -0.94425 6.69095 -1.93987
109 H -2.68120 8.87116 3.31482
110 H 3.93219 -0.11161 2.14297
111 H 1.87479 4.37648 0.00982
112 H -5.11995 7.18831 -3.34406
113 H -7.38785 7.64581 4.22638
114 H -1.83405 -12.86052 4.12596
115 H 1.08085 2.74656 0.17742
116 H 3.73487 1.89618 -0.18604
117 H 5.68209 -8.85987 6.13777
118 H -0.94568 -11.42244 5.74858
119 H -4.40574 -6.65007 -5.67678
120 H 2.26724 1.10779 0.60154
121 H 8.13512 -6.40793 2.88530
122 H 1.01586 8.17294 -2.21851
123 H -4.65541 -4.58290 -7.00628
124 H -7.04924 11.46477 4.69776
125 H -0.42381 -0.69209 2.08468
126 H 0.67824 -11.63355 6.41909
127 H 5.27084 0.28039 0.90641
128 H -3.54774 -3.77499 -5.87553
129 H 6.93596 -8.91756 4.89078
130 H 1.33799 -4.61971 -2.32854
131 H -3.76083 8.49536 -6.42747
132 H 6.46998 -5.94380 2.46702
133 H -1.16303 -1.11056 -0.45738
134 H 0.13146 0.86314 0.09277
135 H -1.26758 7.52464 1.80219
136 H -1.94729 -7.05206 -1.81536
137 H -1.83916 9.90412 2.14435
138 H -0.18298 -13.04076 5.77957
139 H 2.36655 -6.39974 -3.69504
140 H 2.56489 4.46055 2.35232
141 H 0.43418 4.41679 -5.08622
142 H -1.85860 -4.33127 -4.35786
143 H -2.67855 2.07894 0.80197
144 H 3.42110 1.86778 2.89175
145 H -1.15032 1.29079 -1.14136
146 H -1.33764 -13.63761 2.60714
147 H 2.81392 1.01472 -1.96718
148 H -0.24220 4.14890 2.18832
149 H 5.19303 -0.75549 -3.06795
150 H -1.36568 -4.59811 -6.06003
151 H 2.77932 -6.59574 -1.97725
152 H 2.46567 -6.10913 3.47584
153 H -4.07667 10.18239 -6.88678
154 H 3.58037 -5.20300 2.43038
155 H 1.89451 -4.67736 2.59110
156 H -6.68187 10.42325 6.10553
157 H -5.65064 11.80987 5.72531
158 H -0.03252 5.47524 0.95740
159 H -3.79108 7.14937 -4.51082
160 H 2.65941 -8.41232 3.14998

Calculated values
- Structure (SMILES): CCCCCCCCCCCC1=C(C[C@H](O)C(F)(F)F)C(=O)OC1=O.CNC(C)=O.CNC(C)=O.CNC(C)=O.CNC(C)=O.CNC(C)=O.CNC(C)=O.CNC(C)=O.CNC(C)=O.CNC(C)=O
- Kohn-Sham gap: 7.9141 eV

Results of the Mulliken charge analysis, in e, for atoms 1 through 99: F -0.28; F -0.29; F -0.26; O -0.61; O -0.67; O -0.65; O -0.54; O -0.63; O -0.57; O -0.61; O -0.65; O -0.66; O -0.56; O -0.19; O -0.65; O -0.70; N -0.06; N -0.17; N -0.01; N -0.16; N 0.29; N 0.10; N -0.18; N 0.14; N -0.14; C -1.54; C 0.39; C -0.94; C -0.73; C -0.70; C -0.98; C -0.87; C 0.76; C -0.40; C 0.88; C -0.62; C -0.15; C -1.20; C 0.77; C -1.09; C -1.15; C -1.09; C 0.04; C -0.44; C 0.65; C -1.20; C 0.72; C -0.83; C -1.45; C -1.06; C -1.33; C 0.93; C -0.87; C 0.81; C -0.94; C -0.78; C -0.63; C 0.85; C -0.18; C -0.84; C 0.95; C -1.33; C 0.92; C 0.78; C 0.69; C 0.78; C -1.02; C 0.88; C -0.84; C -0.95; H 0.29; H 0.24; H 0.13; H 0.46; H 0.08; H 0.07; H 0.04; H 0.18; H 0.27; H 0.06; H 0.28; H 0.38; H 0.31; H 0.12; H 0.38; H 0.36; H 0.38; H 0.44; H 0.28; H 0.27; H 0.21; H 0.22; H 0.40; H 0.40; H 0.38; H 0.01; H 0.29; H 0.40; H 0.36

=====

Formula: CHBF4NaO7P
Source: the OMol25 dataset
Level of theory: ωB97M-V with the def2-TZVPD basis set

Positions of all 16 atoms, in Å:
1 P -1.38864 0.32728 -1.76582
2 Na 0.43632 0.08970 0.45044
3 F 3.31264 -1.47970 -2.60456
4 F 2.08142 -2.42682 -1.02737
5 F 2.42630 -0.14873 -1.10169
6 F 4.15424 -1.47962 -0.45780
7 O -2.37269 1.52703 3.58442
8 O -0.97000 0.41702 -3.24316
9 O -0.68382 1.57384 -1.04056
10 O -2.93892 0.61073 -1.72202
11 O -0.91253 -0.96464 -1.00984
12 O -2.37412 -0.24424 2.37552
13 O -0.58611 1.02733 2.46630
14 C -1.76055 0.72541 2.79764
15 B 3.04805 -1.41271 -1.28547
16 H -1.47159 1.85812 3.58396

Calculated values
- Spin multiplicity: 2
- Net charge: -3
- Kohn-Sham gap (spin up / spin down): 4.1047 / 3.6471 eV

Want to see where the charge sits? The Mulliken charges in e are: P 1.00; Na 0.84; F -0.38; F -0.44; F -0.39; F -0.42; O -0.52; O -0.68; O -0.75; O -0.68; O -0.82; O -0.73; O -0.84; C 0.82; B 0.68; H 0.30

=====

Formula: C40H29CsF5NO4P2S
Source: the OMol25 dataset
Level of theory: ωB97M-V with the def2-TZVPD basis set

Positions of all 83 atoms, in Å:
1 Cs -2.72592 -1.51210 0.98929
2 S -6.08253 -1.73727 2.44826
3 P 2.36688 -0.89068 0.34208
4 P -0.28433 1.77482 -2.97053
5 F -9.43755 2.55690 0.10109
6 F -5.38722 0.18579 0.21004
7 F -6.91218 2.10582 -0.83561
8 F -8.91227 -0.93644 3.18739
9 F -10.39938 0.99747 2.12311
10 O 0.00152 -5.68811 1.50914
11 O -1.13470 -4.02199 0.50259
12 O 0.47913 0.91817 3.80310
13 O -0.62731 0.40472 1.90793
14 N -0.13249 -2.24297 2.30691
15 C 2.55296 5.41814 -3.46019
16 C 0.82506 3.23629 -3.11202
17 C 0.62075 -4.03663 3.68480
18 C 2.10668 3.06107 -3.63992
19 C -7.39536 1.34473 0.16464
20 C 3.20236 -4.83789 1.31490
21 C -0.41521 -4.51936 1.40378
22 C 0.08912 -0.45661 -1.27184
23 C 3.11097 -2.44372 0.98109
24 C 2.62026 -3.71906 0.72650
25 C -6.62433 0.34248 0.72000
26 C 2.96406 4.13712 -3.80608
27 C 5.12128 -1.11106 -2.76221
28 C 4.18129 -1.45657 -1.80357
29 C -1.50695 2.34398 -1.73738
30 C 4.13912 0.80425 -1.02195
31 C 4.20877 -2.31067 1.83622
32 C 1.01853 -1.54771 -0.73613
33 C 0.03818 -3.54680 2.52360
34 C -2.78319 2.66888 -2.19832
35 C 1.28088 5.60619 -2.94111
36 C -7.05742 -0.49127 1.76267
37 C -8.36545 -0.21368 2.19600
38 C -3.51769 3.08621 0.04895
39 C 3.66876 -0.50202 -0.92493
40 C 0.02331 0.13848 2.95255
41 C 5.57046 0.20191 -2.85683
42 C -2.25495 2.75570 0.52227
43 C 0.26762 -1.36835 3.22867
44 C -1.25057 2.40144 -0.36788
45 C -8.67462 1.57866 0.63135
46 C 5.07956 1.15930 -1.98213
47 C -3.78095 3.05271 -1.31412
48 C 0.82191 0.68461 -1.97432
49 C 0.42614 4.52533 -2.76544
50 C 0.86344 -1.76758 4.41898
51 C 4.80742 -3.42228 2.40190
52 C 1.03918 -3.12586 4.64579
53 C 4.30064 -4.69304 2.14467
54 C -9.15281 0.78412 1.65652
55 H 1.37391 1.28021 -1.24240
56 H 3.84137 -2.48386 -1.72775
57 H 0.95159 6.59876 -2.65781
58 H 5.42237 2.18523 -2.04695
59 H -2.03852 2.72091 1.58204
60 H 4.58310 -1.31925 2.07036
61 H 3.95834 3.97206 -4.20435
62 H 0.74299 -5.10521 3.78892
63 H 2.44906 2.06919 -3.91352
64 H -0.29014 2.11966 0.04464
65 H 5.50634 -1.86592 -3.43782
66 H -0.55747 4.68276 -2.34007
67 H -4.77351 3.28061 -1.67969
68 H 3.22214 6.26017 -3.58861
69 H 1.42542 -2.15524 -1.55112
70 H 2.74430 -5.80377 1.14572
71 H 3.75021 1.55388 -0.34127
72 H 0.42796 -2.19728 -0.08398
73 H -0.47216 -0.04196 -0.43372
74 H 1.75213 -3.86593 0.09775
75 H 1.49951 -3.47182 5.56553
76 H 5.65461 -3.29776 3.06657
77 H 1.56153 0.28140 -2.67323
78 H 6.30284 0.47332 -3.60810
79 H -0.62563 -0.91663 -1.96500
80 H 1.16586 -1.00362 5.12061
81 H 4.74824 -5.56116 2.61436
82 H -2.99789 2.59643 -3.25921
83 H -4.30938 3.33922 0.74380

Calculated values
- Energy relative to the best compared isomer or geometry (same formula, charge and spin): 23.6 kJ/mol
- Net charge: -2
- Kohn-Sham gap: 6.3286 eV

Want to see where the charge sits? The Mulliken charges in e are: Cs 1.17; S -0.59; P 0.20; P -0.38; F -0.34; F -0.26; F -0.30; F -0.36; F -0.33; O -0.80; O -0.70; O -0.86; O -0.53; N 0.88; C -0.47; C 0.56; C -0.63; C -0.39; C -0.17; C -0.74; C 0.13; C -0.59; C 0.35; C 0.03; C 0.44; C -0.64; C -0.67; C -0.47; C 0.56; C -0.25; C -0.77; C -0.24; C 0.10; C -0.54; C -0.60; C -0.04; C 0.42; C -0.35; C 0.33; C -0.23; C -0.48; C -0.75; C 0.25; C 0.11; C 0.45; C -0.48; C -0.59; C -0.80; C -0.16; C -0.55; C -0.57; C -0.45; C -0.49; C 0.15; H 0.20; H 0.31; H 0.37; H 0.45; H 0.43; H 0.35; H 0.41; H 0.52; H 0.27; H 0.35; H 0.40; H 0.36; H 0.41; H 0.35; H 0.68; H 0.37; H 0.32; H -0.14; H -0.25; H 0.45; H 0.39; H 0.36; H 0.62; H 0.36; H 0.50; H 0.52; H 0.36; H 0.31; H 0.40

=====

Formula: C8H13N3O
Source: the OMol25 dataset
Level of theory: ωB97M-V with the def2-TZVPD basis set

Positions of all 25 atoms, in Å:
1 O 1.44920 -1.36954 -2.58076
2 N 0.60767 1.12263 -1.73365
3 N -0.14210 1.23367 0.38854
4 N -0.80324 -0.67322 1.55853
5 C -1.05228 1.50174 2.62280
6 C -0.50688 -1.41661 0.48066
7 C -2.40882 2.15386 2.32712
8 C 0.04008 -0.89319 -0.66791
9 C -0.62190 0.64704 1.46454
10 C 0.15327 0.45685 -0.65535
11 C 0.27014 -1.78268 -1.90448
12 C 2.65330 -1.61741 -1.81925
13 H -0.56922 -1.67517 -2.58806
14 H -1.16728 0.90438 3.53771
15 H 1.22048 0.61273 -2.37996
16 H -0.27914 2.24751 2.82741
17 H 2.75191 -1.02267 -0.93408
18 H 0.35282 -2.83789 -1.65434
19 H 0.75155 2.11661 -1.53190
20 H -0.72478 -2.50536 0.51745
21 H -2.32250 2.78617 1.44382
22 H 3.52229 -1.40173 -2.46980
23 H -2.73234 2.73263 3.17598
24 H 2.69323 -2.67824 -1.55856
25 H -3.13547 1.35789 2.13357

Calculated values
- Energy relative to the best compared isomer or geometry (same formula, charge and spin): 28.2 kJ/mol
- Structure (SMILES): CCc1ncc(COC)c(N)n1
- Kohn-Sham gap: 9.6274 eV

Want to see where the charge sits? The Mulliken charges in e are: O -0.45; N -0.41; N -0.64; N -0.63; C -0.58; C -0.47; C -1.16; C 0.69; C 0.52; C 0.55; C -0.79; C -0.69; H 0.29; H 0.29; H 0.32; H 0.31; H 0.31; H 0.40; H 0.26; H 0.34; H 0.31; H 0.23; H 0.35; H 0.33; H 0.31

=====

Short version: calculated total energy = -3539.24569, -1493.62967, -3497.93764, -552.14894 hartree, in the order given.